No. 1
Computed, not measured: a molecular structure, C36H38N4O7PrS at a distorted geometry, with ωB97M-V with the def2-TZVPD basis set.

Positions of all 87 atoms, in Å:
1 Pr -1.155 -0.688 0.033
2 S 3.054 -1.241 0.890
3 O -7.957 0.639 -2.628
4 O -1.262 -1.065 -2.072
5 O 1.048 -0.470 -0.292
6 O -1.665 0.776 -3.271
7 O -2.348 -2.517 0.487
8 O -7.057 -0.609 -4.267
9 O 3.611 -2.000 -0.227
10 N -1.325 0.873 2.619
11 N -3.539 -0.209 -0.615
12 N -0.231 -2.034 1.956
13 N -0.770 1.754 -0.378
14 C -1.996 -0.119 -2.500
15 C -4.780 -0.314 -0.112
16 C 4.114 2.649 1.595
17 C -3.429 -0.153 -1.959
18 C 0.998 1.224 -1.971
19 C -7.092 -0.058 -3.169
20 C 4.218 0.855 -0.506
21 C -4.524 -0.165 -2.808
22 C 2.228 0.827 -4.020
23 C -0.163 0.838 3.516
24 C 0.369 -1.684 3.219
25 C 1.512 1.662 -3.205
26 C 3.616 1.369 1.753
27 C -2.150 -4.026 -1.326
28 C -2.607 2.444 1.144
29 C -1.751 2.788 -0.074
30 C -2.425 0.079 3.188
31 C 4.318 -1.609 2.250
32 C 1.302 -0.096 -1.513
33 C 4.713 2.138 -0.663
34 C 4.673 3.049 0.387
35 C -1.617 -3.275 -0.241
36 C 0.863 -0.236 3.161
37 C -0.207 -3.457 0.028
38 C -5.919 -0.308 -0.886
39 C 0.584 -4.232 -0.837
40 C 3.675 0.466 0.705
41 C 5.231 4.432 0.224
42 C 2.416 -0.504 -3.637
43 C 1.972 -0.954 -2.420
44 C -1.340 -4.761 -2.150
45 C -5.807 -0.221 -2.273
46 C 0.040 -4.854 -1.928
47 C 0.046 2.067 -1.331
48 C -1.774 2.259 2.418
49 C 0.354 -2.927 1.229
50 H 1.711 -0.123 3.842
51 H -3.372 0.385 2.747
52 H -6.900 -0.353 -0.433
53 H 4.644 4.997 -0.499
54 H 1.219 -2.344 3.455
55 H 1.295 -3.394 1.571
56 H -2.415 2.918 -0.940
57 H -0.386 -1.801 4.005
58 H 0.660 -5.408 -2.616
59 H 0.367 1.794 3.447
60 H 3.204 1.081 2.708
61 H 2.910 -1.188 -4.314
62 H -0.893 2.904 2.331
63 H 4.260 -0.885 3.054
64 H -3.213 -3.952 -1.504
65 H -1.770 -5.282 -2.994
66 H 2.606 1.175 -4.970
67 H -0.476 0.718 4.569
68 H -4.386 -0.127 -3.879
69 H 2.132 -1.974 -2.106
70 H -2.488 0.234 4.279
71 H -2.357 2.600 3.292
72 H 1.285 2.668 -3.530
73 H 1.188 -0.044 2.135
74 H -1.242 3.749 0.103
75 H -4.844 -0.403 0.971
76 H -0.026 3.072 -1.769
77 H 1.645 -4.301 -0.632
78 H 4.073 3.343 2.426
79 H 4.099 -2.606 2.620
80 H -3.310 3.267 1.295
81 H -3.181 1.541 0.915
82 H 6.257 4.391 -0.137
83 H 5.222 4.967 1.171
84 H -2.287 -0.984 2.983
85 H 4.253 0.132 -1.306
86 H 5.148 2.435 -1.606
87 H 5.301 -1.604 1.797

Properties
⟨S²⟩: 2.0017
Net charge: -1
LUMO energy: 1.80 eV
Multiplicity: 3
Calculated total energy: -3055.710926 Eh

=====

No. 2
Computed, not measured: a molecular structure, C36H39AsBBaBr2F3N11O7S3 at a distorted geometry, with ωB97M-V with the def2-TZVPD basis set.

Positions of all 104 atoms, in Å:
1 Ba -1.539 0.547 0.301
2 Br -4.116 -1.547 -2.752
3 Br -3.270 -7.109 -2.872
4 As 0.938 -1.212 2.996
5 S 2.543 -0.400 -0.383
6 S -3.898 -1.280 1.683
7 S -2.866 1.949 3.045
8 F 1.869 1.017 4.890
9 F 3.014 1.025 3.087
10 F 1.073 1.910 3.112
11 O -1.677 1.096 2.996
12 O -3.188 2.455 1.713
13 O -1.392 -1.556 -1.378
14 O -2.475 -1.548 1.905
15 O -4.072 -0.343 0.577
16 O -2.800 2.970 4.067
17 O -4.709 -2.470 1.599
18 N 0.201 0.380 -3.008
19 N 3.873 1.867 0.084
20 N -1.432 2.611 -3.121
21 N 0.397 3.959 -4.119
22 N 1.151 3.871 -5.232
23 N 0.402 -3.668 -1.146
24 N 0.767 1.490 -3.536
25 N 0.063 3.040 -0.550
26 N -2.142 2.123 -2.087
27 N 4.899 0.096 0.861
28 N 0.635 3.302 -1.741
29 C 1.835 4.395 -0.239
30 C 1.924 1.184 -4.169
31 C 0.984 -0.626 -3.342
32 C -3.534 2.525 -3.806
33 C 1.744 0.856 3.547
34 C -4.940 1.412 4.665
35 C 0.850 -6.007 -1.224
36 C -6.261 -0.568 4.859
37 C -1.311 -5.206 -1.903
38 C -4.218 0.873 3.602
39 C -0.405 -1.211 4.397
40 C 5.696 1.193 1.375
41 C -3.403 2.097 -2.474
42 C -3.410 -4.283 -2.659
43 C -5.563 -1.113 3.794
44 C 1.138 5.079 -5.772
45 C 0.772 3.696 0.359
46 C 2.653 -4.352 -0.590
47 C -0.860 -3.895 -1.586
48 C 4.924 2.441 0.907
49 C 2.095 -0.178 -4.085
50 C 1.236 -4.668 -0.993
51 C -4.550 -0.411 3.141
52 C 1.700 4.111 -1.583
53 C -2.975 -3.002 -2.342
54 C -1.732 -2.715 -1.732
55 C 0.415 -2.924 2.102
56 C 3.788 0.523 0.208
57 C 5.164 -1.262 1.233
58 C 2.523 -1.911 3.925
59 C -2.610 -5.369 -2.428
60 C 0.362 5.976 -5.014
61 C -5.959 0.710 5.288
62 C -0.408 -6.268 -1.677
63 C -2.248 2.849 -4.173
64 C -0.089 5.209 -3.965
65 B 0.100 2.796 -3.130
66 H 4.508 2.992 1.753
67 H -6.500 1.164 6.109
68 H 0.486 3.647 1.398
69 H -0.227 -2.055 5.066
70 H 3.047 2.390 -0.163
71 H 2.710 -3.345 -0.187
72 H -4.427 2.590 -4.404
73 H -1.855 3.225 -5.104
74 H 2.907 -0.760 -4.488
75 H 6.149 -1.578 0.875
76 H -4.162 1.755 -1.786
77 H 2.498 1.944 -4.670
78 H -1.370 -1.316 3.908
79 H 1.682 5.260 -6.687
80 H 2.275 4.440 -2.434
81 H 5.132 -1.382 2.321
82 H 4.400 -1.892 0.782
83 H 0.741 -1.619 -2.997
84 H -0.727 -7.283 -1.875
85 H 3.275 -1.138 4.055
86 H 5.758 1.140 2.466
87 H 2.230 -2.291 4.903
88 H 3.311 -4.387 -1.464
89 H -0.520 -2.774 1.572
90 H 2.569 5.029 0.231
91 H -0.721 5.453 -3.126
92 H -7.044 -1.143 5.340
93 H -5.800 -2.099 3.425
94 H 0.160 7.017 -5.204
95 H 5.555 3.116 0.326
96 H -4.666 2.400 5.003
97 H 6.714 1.157 0.975
98 H 1.556 -6.811 -1.053
99 H -0.389 -0.276 4.948
100 H -4.393 -4.412 -3.092
101 H 2.944 -2.729 3.339
102 H 1.196 -3.202 1.408
103 H 0.288 -3.678 2.883
104 H 3.032 -5.074 0.138

Properties
⟨S²⟩: 0.7578
Net charge: -2
LUMO energy (alpha / beta): 3.79 / 3.73 eV
Multiplicity: 2
Calculated total energy: -11452.895852 Eh
Energy relative to the best compared isomer or geometry (same formula, charge and spin): 1.0419 eV

=====

No. 3
Computed, not measured: a molecular structure, C36H39BaBr2ClN2O8P2 at a distorted geometry, with ωB97M-V with the def2-TZVPD basis set.

Positions of all 91 atoms, in Å:
1 Ba -1.596 0.539 1.100
2 Br -4.470 0.711 0.499
3 Br -4.341 3.398 2.693
4 Cl 2.963 2.187 3.815
5 P -0.588 -0.995 -0.725
6 P 0.941 0.055 1.914
7 O -1.637 -0.002 -1.026
8 O 0.703 4.089 3.054
9 O -1.814 5.012 -0.433
10 O 4.359 1.763 3.954
11 O 2.169 1.587 4.875
12 O -1.881 2.926 0.404
13 O 2.522 1.486 2.468
14 O -0.078 1.033 2.427
15 N 0.454 1.275 -0.173
16 N -4.067 3.557 -1.615
17 C 2.624 -1.356 3.823
18 C -1.713 2.532 -4.262
19 C 1.717 -0.452 -4.057
20 C 0.178 3.730 -0.417
21 C 2.975 -1.702 0.843
22 C 1.602 -2.299 -1.974
23 C 4.144 -2.092 0.192
24 C 2.518 -0.378 0.822
25 C -1.304 3.913 -0.097
26 C 1.760 -3.019 5.344
27 C 4.424 0.136 -0.613
28 C -2.193 -4.864 -0.398
29 C -3.433 2.805 -2.564
30 C 3.285 0.529 0.080
31 C -2.304 3.286 -3.254
32 C -1.393 -2.650 -0.993
33 C -0.102 -1.200 1.014
34 C 0.748 -1.187 -1.969
35 C -2.795 -4.995 -1.638
36 C -3.676 1.685 3.600
37 C 2.576 -1.539 -4.041
38 C 2.519 -2.463 -3.001
39 C -0.376 3.616 3.335
40 C -2.227 1.289 -4.627
41 C -3.364 0.821 -3.957
42 C -2.726 -3.949 -2.553
43 C -2.039 -2.788 -2.232
44 C 0.385 2.407 -1.139
45 C -1.503 -3.693 -0.071
46 C 2.833 -2.323 4.797
47 C -3.961 1.557 -2.951
48 C 0.470 -2.701 4.949
49 C 4.871 -1.179 -0.550
50 C 0.795 -0.275 -3.026
51 C 0.265 -1.738 3.959
52 C 1.338 -1.075 3.354
53 H -0.453 2.238 -1.810
54 H 5.770 -1.480 -1.077
55 H -3.362 2.114 4.578
56 H -1.006 -1.354 1.560
57 H -4.812 1.179 -2.396
58 H 2.437 -2.462 1.382
59 H -0.839 2.923 -4.774
60 H -0.757 -1.482 3.697
61 H 0.998 0.564 -0.663
62 H 0.756 3.762 0.517
63 H -1.891 4.248 -2.961
64 H -3.784 -0.144 -4.225
65 H 1.932 -3.782 6.094
66 H -3.329 -5.904 -1.888
67 H 4.973 0.873 -1.185
68 H -1.757 0.701 -5.406
69 H -0.382 -3.189 5.406
70 H -3.221 -4.035 -3.514
71 H 3.020 1.574 0.053
72 H 0.437 -2.151 1.084
73 H 0.092 0.550 -3.053
74 H 3.468 -0.802 3.435
75 H 1.753 0.262 -4.872
76 H 3.284 -1.681 -4.848
77 H 4.472 -3.121 0.271
78 H -1.059 -3.623 0.911
79 H -4.630 3.011 -0.970
80 H -4.623 1.148 3.718
81 H 1.532 -3.033 -1.188
82 H 3.190 -3.313 -2.994
83 H 1.119 1.597 0.533
84 H 1.302 2.423 -1.729
85 H 0.504 4.554 -1.051
86 H -2.260 -5.666 0.329
87 H 3.841 -2.532 5.132
88 H -2.016 -1.957 -2.930
89 H -1.214 3.547 2.640
90 H -3.478 4.223 -1.112
91 H -0.565 3.209 4.348

Properties
Net charge: -2
LUMO energy: 3.39 eV
Calculated total energy: -8422.777533 Eh
Energy relative to the best compared isomer or geometry (same formula, charge and spin): 7.2610 eV

=====

No. 4
Computed, not measured: a molecular structure, C36H39BrIrN10O at a distorted geometry, with ωB97M-V with the def2-TZVPD basis set.

Positions of all 88 atoms, in Å:
1 Ir 0.037 -0.966 -0.109
2 Br 0.159 7.619 0.834
3 O 1.397 -1.317 1.412
4 N 0.919 1.711 -1.373
5 N 0.390 3.528 5.238
6 N -0.903 0.332 -1.502
7 N -0.726 2.205 -2.924
8 N -0.874 0.044 1.487
9 N -0.377 -5.255 3.838
10 N -0.825 -3.146 1.498
11 N -1.003 -2.725 -1.604
12 N 1.439 -1.555 -1.531
13 N 0.988 2.438 5.271
14 C 1.008 3.873 -2.434
15 C 0.385 4.482 4.303
16 C -0.473 -3.832 -3.692
17 C 0.074 3.285 -3.478
18 C -2.022 1.979 -3.536
19 C 0.176 -4.187 1.621
20 C 0.261 6.369 2.265
21 C 1.913 0.387 4.569
22 C -2.287 1.678 2.511
23 C 1.187 -0.589 2.477
24 C -0.260 1.404 -1.958
25 C 2.652 -1.024 -1.470
26 C -0.581 6.490 3.373
27 C 1.256 4.400 3.187
28 C 0.892 1.365 4.505
29 C -2.569 -4.232 -2.603
30 C 2.053 -2.584 -3.636
31 C 3.319 -1.980 -3.554
32 C 1.673 -3.418 -4.728
33 C -1.999 0.753 1.520
34 C -2.172 -3.329 -1.611
35 C 2.062 -0.554 3.581
36 C 1.830 2.735 -1.843
37 C 1.187 5.328 2.182
38 C -1.719 -4.479 -3.654
39 C -1.358 1.923 3.513
40 C -0.146 -2.974 -2.614
41 C 0.028 0.231 2.507
42 C -0.167 1.203 3.524
43 C -2.935 1.293 -2.534
44 C -0.261 -5.467 2.361
45 C -0.514 5.566 4.388
46 C -2.224 0.041 -2.038
47 C 1.139 -2.346 -2.583
48 C 0.456 -4.014 -4.757
49 C 3.618 -1.204 -2.457
50 H -1.161 5.648 5.247
51 H -1.226 -5.815 1.984
52 H -1.170 -4.639 4.065
53 H 0.489 -4.831 4.202
54 H -2.853 -3.076 -0.811
55 H 0.470 -4.478 0.609
56 H -2.119 -0.662 -2.875
57 H -3.879 1.026 -3.005
58 H -3.530 -4.717 -2.543
59 H -0.530 -6.152 4.321
60 H -3.144 1.970 -1.705
61 H -1.075 -2.721 2.383
62 H -1.286 7.305 3.426
63 H -2.713 0.569 0.732
64 H -2.430 2.951 -3.821
65 H 0.165 -4.637 -5.587
66 H 2.896 -1.237 3.602
67 H 1.060 -3.758 2.101
68 H -1.576 2.640 4.290
69 H 2.891 -0.442 -0.591
70 H -2.816 -0.453 -1.263
71 H 0.428 4.361 -1.648
72 H 2.642 0.466 5.359
73 H 2.384 -3.560 -5.527
74 H -3.232 2.195 2.506
75 H 2.430 3.080 -0.999
76 H 1.657 4.615 -2.896
77 H 1.975 3.595 3.142
78 H 2.513 2.326 -2.602
79 H 4.584 -0.740 -2.349
80 H 0.480 -6.250 2.185
81 H 4.038 -2.133 -4.345
82 H -1.911 1.378 -4.447
83 H -0.609 4.050 -3.846
84 H 1.842 5.251 1.327
85 H 0.648 2.909 -4.332
86 H -1.662 -3.480 1.036
87 H 1.212 1.113 -0.612
88 H -1.994 -5.154 -4.450

Properties
⟨S²⟩: 6.1106
Net charge: +3
LUMO energy (alpha / beta): -7.86 / -9.54 eV
Multiplicity: 5
Calculated total energy: -4695.468213 Eh
Energy relative to the best compared isomer or geometry (same formula, charge and spin): 1.4997 eV

=====

No. 5
Computed, not measured: a molecular structure, C36H39CeN4OS6 at a distorted geometry, with ωB97M-V with the def2-TZVPD basis set.

Positions of all 87 atoms, in Å:
1 Ce -0.969 -0.847 -1.514
2 S -1.739 -0.079 1.030
3 S 2.018 -0.271 -1.662
4 S 0.328 -2.875 -3.243
5 S -3.892 -0.646 -1.672
6 S 0.170 -1.516 -5.941
7 S -0.448 1.809 -2.625
8 O -1.696 -1.408 -4.089
9 N -2.644 -3.594 -1.397
10 N 0.623 3.336 -0.659
11 N -0.126 -2.836 0.629
12 N 2.961 1.846 -0.376
13 C -1.301 -3.733 0.717
14 C -4.479 -4.275 0.170
15 C -4.493 -2.017 -0.835
16 C 0.591 -2.736 3.019
17 C -2.906 -4.289 -2.717
18 C 2.868 3.118 0.343
19 C 1.373 3.357 0.600
20 C 0.264 6.352 -1.749
21 C 4.045 -0.680 3.115
22 C -0.533 -0.861 2.046
23 C -0.182 5.730 -0.601
24 C 3.696 -0.103 1.867
25 C 6.316 0.201 2.814
26 C -2.724 -1.367 -5.143
27 C -5.800 -4.036 0.635
28 C 0.049 7.793 0.627
29 C -5.790 -1.838 -0.258
30 C -0.375 6.467 0.547
31 C 0.695 7.673 -1.706
32 C 0.598 8.380 -0.524
33 C 4.240 1.151 -0.314
34 C 4.607 0.582 1.091
35 C -3.844 -3.305 -0.628
36 C -0.360 -0.125 3.241
37 C 1.899 1.325 -1.128
38 C -1.677 -4.436 -0.611
39 C 5.923 0.741 1.606
40 C 1.112 -3.604 0.318
41 C -0.450 -1.930 -4.476
42 C -0.525 4.238 -0.591
43 C 0.310 -0.679 4.351
44 C -6.388 -2.786 0.541
45 C -0.015 -2.169 1.892
46 C 0.690 2.142 -1.383
47 C 5.389 -0.547 3.553
48 C 0.804 -1.989 4.212
49 H -2.073 -5.403 -0.297
50 H 0.044 8.327 1.583
51 H 1.303 4.349 1.028
52 H 5.740 -1.028 4.474
53 H -2.764 -2.372 -5.590
54 H -1.200 3.988 -1.425
55 H 3.327 3.880 -0.277
56 H -6.345 -4.867 1.124
57 H 1.992 -2.945 0.447
58 H 3.385 2.990 1.309
59 H -2.445 -0.594 -5.869
60 H 1.116 -3.942 -0.701
61 H -0.718 -4.591 -1.225
62 H 7.305 0.436 3.199
63 H -3.618 -1.090 -4.600
64 H -1.212 -4.547 1.498
65 H 0.269 5.852 -2.719
66 H 2.708 -0.372 1.475
67 H 5.045 1.838 -0.608
68 H 4.235 0.313 -1.014
69 H 6.614 1.390 1.030
70 H 0.997 9.389 -0.523
71 H 0.353 -0.126 5.294
72 H -0.871 6.036 1.406
73 H 0.877 -3.801 3.021
74 H 3.370 -1.283 3.689
75 H -1.120 4.043 0.328
76 H -3.969 -5.259 0.329
77 H 1.294 -4.486 0.977
78 H 1.081 8.058 -2.658
79 H -3.722 -3.729 -3.229
80 H 1.383 -2.499 5.017
81 H 1.027 2.641 1.347
82 H -3.175 -5.335 -2.510
83 H -2.011 -4.264 -3.355
84 H -2.150 -3.119 0.969
85 H -7.272 -2.517 1.118
86 H -0.742 0.889 3.283
87 H -6.271 -0.915 -0.465

Properties
Net charge: +1
LUMO energy (alpha / beta): -5.22 / -5.16 eV
Calculated total energy: -4553.484973 Eh
Energy relative to the best compared isomer or geometry (same formula, charge and spin): 0.0422 eV

=====

- Among the records above, which one has the highest calculated total energy?
  C36H38N4O7PrS

=====

- The highest net charge belongs to which entry?
  C36H39BrIrN10O

=====

- What is the calculated total energy in the second record?
  -11452.895852 Eh